{
  "formula": "C3H5N2",
  "method": "ωB97M-V/def2-TZVPD",
  "de_lowest_kj_mol": 355.4,
  "charge": 1,
  "lumo_energy_ev": -5.5,
  "gap_ev": 8.7,
  "largest_force_ev_per_a": 3.9,
  "total_energy_ev": -6162.2088,
  "elements": ["C", "C", "C", "N", "N", "H", "H", "H", "H", "H"],
  "xyz": [[-1.374, -0.572, -0.370], [-0.092, -0.336, -1.012], [0.078, 0.356, 1.061], [-1.212, -0.057, 0.841], [0.740, 0.213, -0.046], [0.060, -1.543, -1.084], [0.052, 0.148, -2.009], [0.466, 0.942, 1.955], [-2.030, -0.241, 1.543], [1.773, 0.211, -0.096]],
  "atomic_forces_ev_per_a": [[-1.5600, 0.4834, -1.8900], [-0.2443, -3.2858, -2.1330], [0.1000, 1.8583, 1.2576], [-1.4588, -1.0620, 2.5534], [2.3498, 0.3703, 1.9892], [0.2625, 2.2129, -0.2270], [-0.5382, -0.8125, 0.6560], [-0.5030, -1.3417, -1.0458], [2.4229, 0.9815, -1.1790], [-0.8308, 0.5955, 0.0185]],
  "mulliken_charge": [-0.46, -0.16, -0.03, -0.04, -0.02, 0.30, 0.41, 0.36, 0.36, 0.28]
}